1.
Entry from the OMol25 dataset: C24H20N6O7PmSb as an isolated structure (ωB97M-V/def2-TZVPD).

The value obtained for the electronic energy is -71558.200 eV. The expectation value of S² is 6.00. Its gap between HOMO and LUMO (alpha / beta) is 8.00 / 8.05 eV.

Geometry as ORCA input:
```
! wB97M-V def2-TZVPD RIJCOSX def2/J DEFGRID3
* xyz 2 5
Pm 0.1057 -0.1242 -0.3087
C 1.5386 -2.5392 -1.9376
C 2.6452 -2.0948 -1.0213
C 3.8940 -2.6904 -1.0562
C 4.8743 -2.2603 -0.1811
C 4.5676 -1.2534 0.7269
C 3.3033 -0.6958 0.7202
N 2.3551 -1.0978 -0.1538
Sb 2.9305 0.8049 2.2566
C 1.0246 0.0044 2.9806
C 0.9892 -0.2091 4.3450
C -0.1825 -0.6754 4.9322
C -1.2877 -0.8886 4.1339
C -1.1987 -0.6464 2.7718
C -2.3862 -0.8696 1.8755
N -0.0554 -0.2224 2.1990
C 2.0652 2.3313 0.9736
C 2.6414 3.5825 1.0233
C 2.0249 4.6396 0.3543
C 0.8262 4.4142 -0.2897
C 0.2885 3.1346 -0.2965
C -1.0166 2.8608 -0.9891
N 0.9199 2.1014 0.2926
H 1.9104 -3.2155 -2.7026
H 1.1111 -1.6751 -2.4505
H 0.7806 -3.0775 -1.3683
H 4.0851 -3.4864 -1.7635
H 5.8619 -2.7045 -0.1998
H 5.3073 -0.9099 1.4388
H 1.8648 -0.0108 4.9482
H -0.2315 -0.8548 5.9984
H -2.2224 -1.2330 4.5545
H -3.3123 -0.7014 2.4201
H -2.4004 -1.8972 1.5120
H -2.3807 -0.1897 1.0225
H 3.5520 3.7400 1.5859
H 2.4667 5.6282 0.3642
H 0.2957 5.2207 -0.7790
H -1.7186 3.6769 -0.8301
H -1.4965 1.9451 -0.6405
H -0.8413 2.7801 -2.0621
O -4.0771 -3.2575 -6.2608
N -3.5414 -2.1957 -6.4932
O -3.5372 -1.6025 -7.5479
C -2.7538 -1.5937 -5.3934
C -2.7316 -2.2086 -4.1793
C -1.9915 -1.6275 -3.1512
C -1.2570 -0.4167 -3.3156
O -0.5612 0.0870 -2.3498
C -1.3214 0.1537 -4.6151
C -2.0500 -0.4226 -5.6267
N -0.5903 1.3946 -4.9686
O -0.0617 2.0327 -4.0756
O -0.6236 1.7310 -6.1290
N -1.9750 -2.3352 -1.9049
O -2.4915 -3.4057 -1.8026
O -1.3963 -1.8152 -0.9046
H -3.2851 -3.1247 -4.0277
H -2.0762 0.0369 -6.6044
*
```

These are the natural (NBO) partial charges, in e, on atoms 1 to 6: Pm 2.12; C -0.67; C 0.26; C -0.23; C -0.09; C -0.26

2.
Entry from the OMol25 dataset: a 2-piece molecular cluster, C3H6F3NO2S2 overall in a non-equilibrium geometry (ωB97M-V/def2-TZVPD).

The value obtained for the electronic energy is -38613.408 eV. Its gap between HOMO and LUMO (alpha / beta) is 7.94 / 7.94 eV.

Geometry as ORCA input:
```
! wB97M-V def2-TZVPD RIJCOSX def2/J DEFGRID3
* xyz 0 1
C 1.6150 -0.7423 2.3140
C 1.6809 0.9855 0.7995
C -2.4677 -0.8324 -1.5340
N 1.4599 -0.3593 1.0614
O -0.4762 0.9550 -2.0223
O -2.0211 1.5163 -0.1784
F -3.8133 -0.8969 -1.3702
F -2.1101 -1.5374 -2.6464
F -2.0319 -1.5904 -0.5348
S 1.1789 -1.4460 -0.2892
S -2.0018 1.0930 -1.5381
H 1.7367 -1.7896 2.4325
H 1.7562 0.0646 3.0978
H 0.2078 0.3389 -1.7623
H 2.7284 1.2546 0.8829
H 1.3849 1.3336 -0.1868
H 1.1734 1.6528 1.4745
*
```

These are the natural (NBO) partial charges, in e, on atoms 1 to 6: C -0.04; C -0.44; C 0.74; N -0.35; O -0.94; O -0.91